1.
# C7H18N3O

A structure of composition C7H18N3O at a distorted geometry (wB97M-V/def2-TZVPD, OMol25).

Values from the calculation:
total charge: +1
LUMO (spin up / spin down): -4.73 / -4.73 eV
maximum force: 5.5 eV/A
frontier orbital gap (spin up / spin down): 7.65 / 7.65 eV
molar mass: 160.24 g mol⁻¹
relative energy (zero: lowest compared OMol25 entry of this formula, charge and spin): 202.5 kcal per mole

Geometry (Å):
O: 0.68818 -1.45721 -1.40194
N: 2.77534 -1.22068 0.15154
N: -0.40986 -0.99682 -0.90544
N: -0.54397 0.26553 -0.74300
C: -1.73130 1.01938 1.11476
C: -3.01085 -0.07727 -0.73205
C: -0.88022 -2.15452 0.77204
C: 1.51033 1.01382 0.42803
C: -1.78495 0.77665 -0.38298
C: 2.83053 0.28362 0.17481
C: 0.65136 1.12858 -0.81586
H: -0.98950 1.79988 1.38051
H: -2.62584 1.44860 1.44099
H: -3.69116 0.11748 0.02727
H: 1.89115 2.01786 0.89160
H: 1.39679 1.10840 -1.70937
H: -0.99261 -3.21734 0.40939
H: 0.18124 2.08750 -0.98831
H: 3.70221 -1.53599 -0.15069
H: -3.43776 0.24586 -1.71605
H: 3.56727 0.48212 0.97838
H: -1.85447 -1.74086 0.99592
H: 1.79506 -1.46933 -0.68624
H: -1.45177 0.09180 1.75474
H: 2.53565 -1.74989 0.95904
H: -1.75504 1.80068 -0.84392
H: -2.59299 -1.07389 -0.87264
H: 3.16134 0.53693 -0.85190
H: 1.06584 0.46911 1.32137

---

2.
# C4H9N4O

The ion C4H9N4O with charge +1 at a distorted geometry (wB97M-V/def2-TZVPD, OMol25).

Values from the calculation:
SMILES string: N[C@]1(O)N=CCC(=[NH2+])N1
total charge: +1
LUMO: -3.13 eV
maximum force: 4.8 eV/A
frontier orbital gap: 10.58 eV
molar mass: 129.14 g mol⁻¹
relative energy (zero: lowest compared OMol25 entry of this formula, charge and spin): 21.2 kcal per mole

Geometry (Å):
O: 1.42558 -0.29952 -1.32483
N: -0.05017 -0.88325 0.16334
N: 2.40750 -0.70306 0.74054
N: 1.09606 1.24454 0.56179
N: -2.38802 -0.93145 -0.11534
C: -0.05431 1.74135 0.40868
C: -1.19249 -0.35436 0.04338
C: -1.22915 1.10262 -0.18761
C: 1.36710 -0.20079 0.02523
H: 2.29181 -0.36131 -1.73077
H: 0.09047 -1.84574 0.13696
H: -1.33007 1.22576 -1.32970
H: -2.57470 -1.90118 -0.03975
H: 2.76706 -0.39327 1.61255
H: -0.27943 2.58777 1.00810
H: -2.15867 1.51509 0.24201
H: -3.21522 -0.26143 -0.34931
H: 3.02665 -1.28177 0.13470

---

3.
# C3H4OS

The molecule C3H4OS at a distorted geometry (wB97M-V/def2-TZVPD, OMol25).

Values from the calculation:
SMILES string: O=CCC=S
total charge: 0
LUMO: -0.79 eV
maximum force: 3.3 eV/A
frontier orbital gap: 8.29 eV
molar mass: 88.13 g mol⁻¹
relative energy (zero: lowest compared OMol25 entry of this formula, charge and spin): 43.3 kcal per mole

Geometry (Å):
S: -2.43153 -0.00077 -0.18107
O: 1.77538 0.86798 -0.95929
C: -1.01766 -0.86120 0.07461
C: 0.29126 -0.25145 0.52273
C: 0.72975 0.91671 -0.42385
H: -0.95040 -1.98819 -0.28290
H: 0.25678 0.30061 1.46459
H: 1.20026 -1.01769 0.38809
H: 0.14614 2.03400 -0.60290

---

4.
# C22H29N5O4

The molecule C22H29N5O4 at a distorted geometry (wB97M-V/def2-TZVPD, OMol25).

Values from the calculation:
SMILES string: Cn1c(=O)c2c(nc(N3CCCCCC3)n2C[C@@H](O)COc2ccccc2)n(C)c1=O
total charge: 0
LUMO: 0.66 eV
maximum force: 1.4 eV/A
frontier orbital gap: 8.47 eV
molar mass: 427.50 g mol⁻¹
relative energy (zero: lowest compared OMol25 entry of this formula, charge and spin): 16.1 kcal per mole

Geometry (Å):
O: 0.29066 3.37396 0.38233
O: -2.37723 -0.47093 3.22596
O: 0.54496 1.52018 2.40307
O: 3.45505 3.63793 -2.88297
N: 1.86471 3.46767 -1.26453
N: 1.53693 -0.49088 -1.82638
N: 0.06381 -2.01537 -0.78463
N: 2.61800 1.58010 -2.45273
N: 0.19728 0.33476 -0.23494
C: 1.94247 4.90038 -1.03025
C: -0.42616 0.54659 2.16289
C: 0.96343 2.77724 -0.45658
C: -3.80618 -2.10996 2.39703
C: 3.45132 0.95050 -3.45303
C: -5.50175 -1.65180 0.76459
C: 1.18257 -2.68889 1.32481
C: -3.39990 -0.77380 2.37341
C: 1.75086 0.83241 -1.72274
C: -4.84673 -2.54169 1.60139
C: 0.94820 1.38915 -0.74203
C: 2.16232 -3.73872 0.80566
C: -0.88656 0.53586 0.69190
C: 1.32088 -4.06039 -1.57411
C: -0.12388 -2.61622 0.52578
C: 2.48110 -3.61039 -0.68472
C: -4.06405 0.11814 1.53792
C: 0.31560 -2.94153 -1.87771
C: 2.69685 2.94049 -2.24207
C: 0.60334 -0.77415 -0.91581
C: -5.10717 -0.32720 0.74285
C: -1.63974 0.72460 3.10676
H: 4.06154 1.72445 -3.91367
H: -5.14712 -3.57838 1.63245
H: -1.24954 0.92821 4.10792
H: -5.61437 0.37765 0.10070
H: 1.66227 -1.70746 1.29483
H: 0.94345 -2.91305 2.36674
H: -6.31406 -1.98812 0.13898
H: 4.08381 0.19823 -2.98233
H: 1.75787 -4.73644 0.99645
H: -0.64702 -3.38622 -2.15798
H: 2.17157 5.08170 0.01960
H: 0.04192 -0.41107 2.42086
H: 2.74552 -2.58067 -0.92843
H: 0.98256 5.36219 -1.26205
H: 1.70749 -4.41480 -2.53072
H: -1.31444 1.51898 0.46740
H: 2.72175 5.30758 -1.66843
H: 3.08918 -3.64832 1.37645
H: -1.64992 -0.22470 0.52152
H: -2.25377 1.57460 2.79618
H: -3.78791 1.16026 1.49918
H: 3.34901 -4.23737 -0.89899
H: 0.68088 -2.34384 -2.71150
H: 2.82377 0.46621 -4.20094
H: 0.81624 -4.90511 -1.09998
H: 0.33287 2.32703 1.89183
H: -0.52762 -3.61648 0.36487
H: -0.86695 -2.05658 1.09604
H: -3.28772 -2.78739 3.05746

---

5.
# C6H3N2O3

A cluster of 2 separate species, C6H3N2O3 in total at a distorted geometry (wB97M-V/def2-TZVPD, OMol25).

Values from the calculation:
total charge: -1
LUMO: 3.27 eV
maximum force: 4.6 eV/A
frontier orbital gap: 5.39 eV
molar mass: 151.10 g mol⁻¹
relative energy (zero: lowest compared OMol25 entry of this formula, charge and spin): 0.0 kcal per mole

Geometry (Å):
O: -1.01199 -3.83839 1.44737
O: -1.47817 -2.19503 3.02495
O: -2.89262 1.40208 -0.90948
N: -0.60977 1.99439 -1.05032
N: 0.12367 -0.82916 -0.08475
C: -1.27556 -2.95211 2.17417
C: 1.62882 0.99270 -0.69197
C: -0.95772 -1.29148 0.01256
C: 1.37335 -0.24082 -0.18276
C: 0.77594 1.97532 -1.05829
C: -1.65801 1.43998 -0.92288
H: 2.64268 1.37999 -0.58458
H: 1.13114 2.96729 -1.45109
H: 2.20824 -0.80475 0.27708

---

6.
# C4H8NO10P2Pd

A structure of composition C4H8NO10P2Pd at a distorted geometry (wB97M-V/def2-TZVPD, OMol25).

Values from the calculation:
total charge: -1
expectation value of S²: 2.006
LUMO (spin up / spin down): 2.72 / 1.52 eV
multiplicity: 3
maximum force: 1.6 eV/A
frontier orbital gap (spin up / spin down): 7.86 / 6.24 eV
molar mass: 398.47 g mol⁻¹
relative energy (zero: lowest compared OMol25 entry of this formula, charge and spin): 16.5 kcal per mole

Geometry (Å):
Pd: -0.03234 1.15743 1.46374
P: 0.85591 -1.38646 -0.33645
P: -1.78497 0.51672 -0.17898
O: 0.72162 1.20566 3.59547
O: 0.37433 -2.90062 -0.03201
O: 3.80714 2.43831 2.46492
O: -3.12069 0.39704 -1.12609
O: -1.26303 1.92342 -0.39963
O: 1.33752 -0.78586 0.93494
O: 1.81956 2.33923 1.41202
O: 2.74640 1.15952 4.59539
O: 1.76559 -1.36571 -1.54006
O: -2.09110 0.05595 1.20626
N: 0.01704 0.30284 -2.11055
C: 2.65351 2.16475 2.28822
C: -0.67620 -0.59990 -1.16111
C: -1.42576 -1.68945 -1.88802
C: 1.92211 1.35240 3.74689
H: 0.27552 -2.96878 0.91827
H: 0.04692 1.22629 -1.62686
H: 1.00273 -0.21323 -2.13958
H: -0.72661 -2.37285 -2.36981
H: -2.11196 -1.27166 -2.62245
H: -2.01401 -2.25601 -1.17008
H: -3.64697 1.16824 -0.91318
H: -0.45228 0.40271 -3.01125